Record 1
107
Properties=species:S:1:pos:R:3 method="wB97M-V/def2-TZVPD" multiplicity=1 gap_ev=8.172 e_tot_ev=-109115.64460 relative_energy_kj_mol=363.39 smiles="CCOB(O)[C@@H](OC(=O)CCOC(C)=O)/C(Cl)=C(/C)Cl.O=[N+]([O-])c1ccccc1.O=[N+]([O-])c1ccccc1.O=[N+]([O-])c1ccccc1.O=[N+]([O-])c1ccccc1.O=[N+]([O-])c1ccccc1"
Cl 0.789 -5.177 -1.381
Cl 2.056 -1.811 -4.140
O 5.829 1.022 6.674
O 0.014 2.125 2.082
O 6.191 2.619 5.262
O -0.097 -2.375 2.862
O 0.625 -4.622 2.808
O -1.450 7.898 -2.656
O -5.476 -2.354 5.827
O -5.482 -2.781 7.945
O -2.487 -2.401 -1.341
O -1.597 1.998 3.529
O -0.470 6.082 -3.308
O -1.613 -3.344 -3.512
O 1.879 -0.285 -0.752
O 0.331 -2.069 -0.552
O -1.431 -4.372 -8.056
O -1.424 -3.973 -10.180
N -4.941 -2.385 6.925
N -0.487 7.150 -2.708
N -1.118 2.385 2.469
N -0.888 -3.993 -9.083
N 5.458 1.822 5.828
C 3.031 7.154 -1.433
C 1.148 -3.077 -10.136
C 1.810 0.988 5.795
C 0.817 -0.550 1.452
C -2.951 -3.956 -3.516
C 0.751 8.756 -1.299
C -1.757 -4.340 2.408
C -1.575 -1.554 8.333
C 1.562 -4.150 -2.684
C 0.500 -3.536 -8.992
C 1.867 6.750 -2.077
C 1.159 -3.578 -7.766
C -3.556 -1.920 7.023
C 2.485 -3.166 -7.690
C -3.186 -4.656 -4.958
C -0.923 -1.082 7.198
C -2.910 -1.441 5.885
C 3.162 0.961 6.120
C 2.225 2.729 4.175
C 2.650 -4.909 -3.598
C 1.058 -0.948 -0.095
C -0.280 -3.765 2.701
C -4.022 4.381 1.215
C 1.150 -1.911 2.286
C 0.734 7.559 -2.011
C 1.203 -2.803 -2.839
C -2.249 4.471 -0.422
C 1.343 1.872 4.827
C 4.038 1.829 5.471
C 1.919 9.150 -0.656
C -1.957 3.219 1.607
C -1.458 3.661 0.384
C -2.898 -1.974 8.250
C 3.578 2.711 4.496
C -1.588 -1.021 5.978
C -3.526 4.833 -0.005
C 3.057 8.352 -0.727
C 0.098 -2.033 -1.983
C -3.239 3.569 2.026
C 2.473 -2.664 -10.050
C 3.140 -2.713 -8.830
B -1.419 -2.606 -2.283
H -3.446 -3.872 -5.756
H -3.781 -3.180 -3.416
H 2.544 -4.563 -4.689
H -1.869 4.824 -1.375
H 0.641 -3.037 -11.093
H -2.138 -4.042 1.372
H 3.920 6.535 -1.484
H 4.177 -2.397 -8.767
H -5.019 4.666 1.534
H -2.488 -3.923 3.179
H 1.619 -2.683 1.574
H -1.051 -1.598 9.281
H -0.128 9.387 -1.239
H -4.106 -5.331 -4.813
H 0.288 1.895 4.579
H 2.363 -6.022 -3.558
H 3.514 0.268 6.876
H 1.553 0.291 1.706
H 0.659 -3.929 -6.870
H 3.008 -3.201 -6.740
H 0.069 -0.941 -2.354
H 1.856 3.413 3.420
H 2.988 -2.307 -10.936
H -2.258 -5.266 -5.255
H -3.636 3.223 2.974
H -3.010 -4.726 -2.674
H -0.263 -0.212 1.625
H 3.969 8.667 -0.230
H -2.405 -3.102 -0.650
H -1.697 -5.483 2.416
H 0.110 -0.761 7.266
H 1.119 0.322 6.297
H -3.418 -1.391 4.929
H -3.396 -2.341 9.140
H -4.139 5.472 -0.634
H -0.463 3.389 0.050
H 1.859 5.814 -2.625
H -1.075 -0.648 5.098
H 1.944 10.082 -0.101
H 3.707 -4.794 -3.201
H 1.951 -1.632 3.042
H 4.255 3.385 3.983

Record 2
101
Properties=species:S:1:pos:R:3 method="wB97M-V/def2-TZVPD" multiplicity=6 gap_ev="6.097 / 6.130" e_tot_ev=-168837.48980 s_squared=8.7545 relative_energy_kj_mol=18.42
Mn 0.047 -0.206 0.358
S 1.482 -1.649 -4.057
S -3.918 2.350 -2.440
S -0.072 3.766 -3.774
S 4.930 -0.946 1.212
S -1.400 2.328 -0.891
S -2.832 3.363 -4.875
S -5.687 2.506 -4.830
F -1.405 0.607 5.672
F -0.228 -3.761 4.559
O 0.945 1.688 0.916
O 0.984 4.768 0.926
N -2.232 -0.704 0.261
N 1.678 3.512 3.322
N 1.013 -0.750 -1.728
N 2.455 -0.853 0.671
N 0.069 -2.738 0.537
N -3.067 -0.974 -0.863
C 3.004 2.806 1.345
C 2.881 -0.454 3.072
C 0.446 -0.931 -2.896
C -0.795 0.137 3.435
C -0.629 3.574 3.932
C -5.127 -0.457 0.464
C -4.397 -2.820 0.026
C 4.603 2.899 -0.486
C -0.794 -1.589 5.135
C 0.336 3.803 2.956
C 1.039 -4.232 2.112
C 3.558 2.498 -1.372
C -2.319 4.408 2.468
C -5.205 -1.392 -1.855
C 2.781 3.209 2.655
C 2.003 2.213 0.486
C 3.287 -0.733 1.665
C -2.196 2.690 -2.373
C -0.994 -0.283 4.733
C 0.647 5.305 -0.354
C 4.319 3.045 0.831
C -0.138 -2.094 2.839
C 3.110 -1.105 -0.508
C 0.435 -3.566 -0.438
C 2.317 2.186 -0.922
C -1.707 3.191 -3.537
C -1.364 4.682 1.508
C 2.316 -1.213 -1.731
C 4.463 -1.188 -0.411
C -1.956 3.868 3.697
C 1.116 -4.749 -0.221
C 2.739 -1.741 -2.907
C -4.237 2.749 -4.096
C 0.669 2.415 -4.723
C -0.955 -0.587 -3.240
C -0.374 -2.470 4.160
C 1.437 -5.070 1.088
C -4.446 -1.400 -0.532
C 0.331 -3.064 1.812
C -0.353 -0.753 2.455
C -0.017 4.414 1.750
H -4.685 -2.007 -2.592
H 1.826 3.655 4.310
H 5.591 3.112 -0.871
H 1.939 0.093 3.064
H 1.620 2.786 -5.105
H -1.105 0.486 -3.116
H -1.664 5.095 0.558
H 3.646 0.127 3.589
H 1.596 5.466 -0.859
H 2.727 -1.386 3.620
H -0.984 1.173 3.190
H -3.120 -0.094 -1.369
H 3.696 -2.182 -3.129
H 1.279 -4.473 3.135
H -0.331 3.112 4.867
H 3.667 3.340 3.270
H -2.643 0.011 0.861
H -5.396 -3.149 0.317
H 1.390 -5.385 -1.051
H -3.765 -2.886 0.916
H 5.183 -1.333 -1.199
H -2.699 3.660 4.455
H 5.080 3.400 1.519
H -1.187 -0.869 -4.266
H 1.514 1.884 -1.585
H -5.045 0.581 0.131
H 0.044 4.590 -0.917
H -4.003 -3.509 -0.722
H -1.639 -1.098 -2.560
H -6.188 -0.699 0.549
H -5.292 -0.380 -2.255
H -4.693 -0.534 1.464
H -3.357 4.622 2.253
H -0.975 -1.915 6.148
H 1.992 -5.973 1.314
H 0.040 2.141 -5.568
H 3.767 2.433 -2.434
H 0.853 1.540 -4.099
H 0.122 6.257 -0.248
H 0.175 -3.257 -1.445
H -2.151 -1.552 0.809
H -6.212 -1.789 -1.721

Record 3
92
Properties=species:S:1:pos:R:3 method="wB97M-V/def2-TZVPD" multiplicity=1 gap_ev=7.547 e_tot_ev=-72879.23043 total_charge=+1
P -3.045 -0.628 -1.198
F 4.517 -6.829 -4.970
F -3.992 2.962 -0.989
F 2.210 -3.340 0.657
F -3.475 0.235 2.563
F -5.277 4.515 5.375
F 0.758 2.277 5.800
O 0.895 2.727 -2.034
O -0.268 2.053 -0.279
C 1.467 -0.359 -0.021
C -2.001 4.460 3.873
C 3.170 3.036 2.571
C -1.486 -0.835 3.240
C 1.882 2.553 2.385
C 4.858 -6.889 -7.295
C -1.998 -0.026 5.848
C 1.064 2.288 3.473
C 1.568 0.603 -1.205
C 5.334 -6.616 -6.030
C 4.272 -3.666 -0.428
C 2.943 -4.000 -0.277
C -3.590 3.452 2.373
C -0.593 -1.154 4.256
C -6.975 4.937 -1.500
C -2.287 3.840 2.663
C 6.986 -6.186 -8.178
C -4.294 4.297 4.483
C -1.274 1.083 -0.149
C 6.606 -6.137 -5.799
C 2.326 -4.971 -1.038
C 3.639 3.259 3.859
C -2.898 0.303 4.845
C 3.080 -5.633 -1.997
C 1.554 2.524 4.742
C -4.607 3.672 3.292
C 2.830 3.006 4.959
C 4.421 -5.322 -2.174
C 0.718 1.861 -1.245
C -7.378 4.477 -2.747
C -2.617 -0.114 3.562
C -3.010 4.699 4.794
C -5.120 3.468 -1.579
C -5.487 2.991 -2.819
C -1.964 0.769 -1.489
C 5.699 -6.667 -8.376
C -6.636 3.507 -3.404
C -5.832 4.430 -0.898
C 7.436 -5.923 -6.891
C -0.849 -0.750 5.558
C 5.012 -4.341 -1.389
H -0.903 0.168 0.323
H -3.736 -1.076 -2.320
H -1.493 3.658 1.948
H 6.058 -4.099 -1.521
H 3.854 -7.270 -7.423
H -2.557 1.604 -1.863
H 7.638 -6.018 -9.024
H 1.283 -5.206 -0.873
H -2.014 1.508 0.533
H 6.938 -5.940 -4.789
H 0.303 -1.715 4.025
H -1.305 -1.142 2.217
H -5.495 4.771 0.072
H -2.814 5.185 5.740
H -8.270 4.879 -3.208
H 2.621 -6.399 -2.607
H -3.824 2.967 1.435
H 5.346 -6.873 -9.377
H 2.335 -1.014 -0.026
H 4.712 -2.900 0.197
H 1.431 0.167 0.932
H -0.151 -0.996 6.346
H -2.237 -1.670 -0.745
H -4.884 2.247 -3.324
H 4.641 3.636 4.012
H -6.946 3.152 -4.377
H -0.986 4.756 4.103
H 1.382 0.082 -2.148
H 0.606 -1.026 -0.098
H -3.941 -0.324 -0.173
H 2.583 1.000 -1.268
H 3.805 3.241 1.719
H 0.058 1.906 3.346
H -1.277 0.452 -2.281
H 8.440 -5.553 -6.733
H 3.174 3.179 5.969
H -7.551 5.697 -0.990
H -2.195 0.293 6.863
H -5.627 3.366 3.100
H 1.497 2.373 1.392
H -3.791 0.881 5.043
H 5.000 -5.847 -2.919

Record 4
88
Properties=species:S:1:pos:R:3 method="wB97M-V/def2-TZVPD" multiplicity=1 gap_ev=6.236 e_tot_ev=-128736.72902 relative_energy_kj_mol=270.94 total_charge=+2
Ru 0.251 0.798 -0.348
Ge -1.144 3.899 -0.721
P -1.615 -0.540 -0.350
P 3.831 -0.413 -0.416
Si 0.875 -0.294 1.686
C 3.250 2.955 2.692
C -1.965 0.119 1.284
C -0.770 -2.954 -1.393
C 1.476 -1.527 -3.543
C -1.110 0.995 3.359
C 4.311 1.942 0.803
C -2.798 3.808 0.304
C -1.401 -4.405 0.896
C 2.316 0.922 1.724
C -0.580 -4.325 -1.367
C 4.243 2.971 1.728
C 0.170 2.742 0.212
C -0.451 5.713 -0.830
C -3.268 0.431 1.686
C -3.482 0.996 2.925
C 2.300 1.947 2.677
C 4.876 -2.225 1.288
C 0.998 0.780 -3.168
C 2.836 -3.033 0.316
C -1.269 -2.302 -0.265
C -1.368 3.263 -2.562
C -0.896 -5.048 -0.224
C 0.825 -0.350 -3.930
C 1.757 0.738 -1.966
C -4.654 1.014 -2.558
C 1.225 -1.828 2.676
C -3.048 -0.376 -1.423
C 5.025 -3.412 1.984
C 3.374 0.905 0.790
C -4.911 -1.378 -2.577
C -2.402 1.281 3.756
C 2.260 -1.582 -2.409
C -3.507 0.887 -1.797
C -1.591 -3.030 0.880
C -0.847 0.387 2.120
C 3.009 -4.238 0.978
C 3.770 -2.013 0.457
C 2.442 -0.454 -1.591
C -5.355 -0.119 -2.951
C -3.763 -1.512 -1.812
C 4.095 -4.428 1.819
H -2.577 1.715 4.731
H -0.310 1.201 4.054
H 5.882 -3.554 2.627
H -1.662 -4.974 1.778
H -0.558 3.668 -3.170
H 1.525 1.984 3.426
H 4.225 -5.368 2.337
H -2.978 1.775 -1.480
H -1.408 2.180 -2.691
H 2.118 1.690 -1.565
H -0.762 -6.121 -0.212
H 5.633 -1.455 1.384
H -3.647 4.150 -0.288
H 1.396 -2.407 -4.169
H 2.284 -5.027 0.845
H -4.102 0.227 1.028
H 0.600 1.725 -3.499
H -0.560 -2.395 -2.295
H -6.252 -0.020 -3.546
H -2.723 4.455 1.178
H 0.595 -2.684 2.462
H -1.180 6.355 -1.321
H 1.959 -2.907 -0.306
H -4.489 1.214 3.254
H -2.005 -2.535 1.749
H 3.217 3.722 3.452
H -0.003 2.714 1.288
H 0.991 -1.494 3.695
H 0.246 -0.319 -4.842
H -0.249 6.123 0.158
H 1.232 2.992 0.062
H -5.460 -2.259 -2.878
H 5.124 1.924 0.088
H 0.469 5.732 -1.410
H 4.983 3.758 1.716
H -3.005 2.800 0.652
H -0.203 -4.835 -2.243
H -3.431 -2.500 -1.525
H 2.272 -2.116 2.635
H -5.006 1.995 -2.844
H 2.802 -2.492 -2.191
H -2.303 3.658 -2.965

Calculated maximum force in order - 4.2 0.6 0.5 1.3 eV/A